1.
This record from OMol25 describes a molecular structure, C34H29AsBrIMnN3O3. The level of theory is wB97M-V/def2-TZVPD.

```
73
Properties=species:S:1:pos:R:3:lowdin_spin:R:1
Mn 0.78605 -0.18234 0.86886 3.8209
C 5.98626 -1.47006 2.25784 0.0004
N 4.85136 -0.85819 1.58240 0.0057
C 4.91181 0.27370 0.80785 0.0016
C 3.65213 0.49668 0.35139 0.0075
N 2.82668 -0.49524 0.83980 0.0051
C 3.58719 -1.28545 1.58515 0.0097
H 6.54027 -0.70926 2.80220 0.0001
H 6.64960 -1.93791 1.53301 0.0002
H 5.63520 -2.22071 2.96023 0.0000
H 5.82713 0.81708 0.64906 0.0000
H 3.28890 1.27192 -0.30208 0.0006
H 3.25663 -2.16904 2.10679 0.0004
I 1.43618 -3.29328 -1.06672 0.0067
C 0.03212 -3.30552 0.50406 0.0060
C -0.42284 -4.52668 0.96545 0.0010
C -1.38966 -4.53577 1.95977 0.0023
C -1.89369 -3.33103 2.41818 0.0010
C -1.38601 -2.15926 1.89621 0.0058
N -0.41591 -2.12842 0.96729 0.0390
H -0.02836 -5.44292 0.55188 0.0002
H -1.74732 -5.47826 2.35264 0.0001
H -2.67347 -3.29630 3.16558 0.0001
H -1.77218 -1.19832 2.21164 0.0008
Br -2.92480 1.03656 3.63884 0.0006
C -1.46786 1.87480 4.51977 -0.0011
C -1.71004 2.60744 5.66548 0.0001
C -0.64794 3.21679 6.31920 -0.0022
C 0.64701 3.06079 5.84967 0.0004
C 0.89080 2.29439 4.72462 -0.0012
C -0.16865 1.71229 4.03304 -0.0003
C 0.10779 0.96823 2.78804 0.0202
O -0.37840 1.30267 1.66710 0.0077
O 0.89208 -0.04807 2.77168 -0.0377
H -2.71772 2.69600 6.04616 0.0000
H -0.83554 3.81372 7.20107 -0.0001
H 1.47637 3.52760 6.36278 0.0001
H 1.90273 2.15813 4.36426 0.0001
O 0.59820 0.14316 -0.92342 0.0856
As -0.56322 0.24286 -2.16924 0.0085
C -0.85681 2.11033 -2.49654 0.0003
C -1.51363 2.47229 -3.66898 -0.0001
C -1.76853 3.81170 -3.91055 0.0000
C -1.36376 4.77041 -2.98988 -0.0001
C -0.70887 4.39985 -1.82386 0.0000
C -0.45276 3.06105 -1.56866 -0.0002
C 0.18340 -0.55397 -3.75386 0.0007
C 1.54462 -0.35523 -3.96084 0.0003
C 2.12093 -0.81345 -5.13372 0.0001
C 1.33627 -1.45803 -6.08200 -0.0001
C -0.02254 -1.64232 -5.87044 0.0001
C -0.61370 -1.18224 -4.70272 -0.0001
C -2.20698 -0.51921 -1.52357 0.0020
C -2.61715 -1.80744 -1.84439 0.0004
C -3.80462 -2.28392 -1.30827 0.0002
C -4.56073 -1.48216 -0.46298 0.0001
C -4.14355 -0.19414 -0.15107 0.0001
C -2.96132 0.29515 -0.68358 0.0004
H -1.81536 1.71119 -4.37987 0.0000
H -2.27928 4.11028 -4.81572 0.0000
H -1.55966 5.81652 -3.18322 0.0000
H -0.39789 5.15340 -1.11310 0.0000
H 0.04891 2.75646 -0.65893 -0.0002
H 2.13693 0.14955 -3.20685 0.0002
H 3.17729 -0.66465 -5.31106 0.0000
H 1.78866 -1.81564 -6.99734 0.0000
H -0.62364 -2.14512 -6.61572 0.0000
H -1.67806 -1.30752 -4.54600 0.0000
H -2.02193 -2.43682 -2.49432 0.0000
H -4.14583 -3.27984 -1.55880 0.0000
H -5.49111 -1.85585 -0.05545 0.0000
H -4.73910 0.43437 0.49835 0.0000
H -2.62907 1.30222 -0.45361 0.0000
```

The value obtained for the HOMO energy (alpha / beta) is -13.85 / -13.85 eV. Its spin multiplicity is 5. As for the total charge: +2.

2.
This record from OMol25 describes a molecular structure, C34H29AsLiN2O3Te. The level of theory is wB97M-V/def2-TZVPD.

```
71
Properties=species:S:1:pos:R:3:lowdin_charge:R:1
Li 0.21013 1.27884 -1.79514 0.4744
N 2.16024 0.89770 -2.44522 -0.0431
C 2.46775 2.32664 -2.50734 -0.2185
C 1.72769 2.95381 -1.31528 -0.6738
O 2.34680 3.11723 -0.24550 -0.1354
N 0.46514 3.15363 -1.59736 -0.0424
C -0.37595 3.50789 -0.47898 -0.1557
C -1.15508 2.28245 0.00210 -0.6632
O -2.25766 2.38915 0.51118 0.0284
O -0.53274 1.16898 -0.18849 -0.4036
H 2.48625 0.55761 -1.53755 0.0245
H 2.69456 0.40011 -3.15200 0.0748
H 2.06063 2.72809 -3.43505 0.1005
H 3.54306 2.53733 -2.43715 0.1064
H -1.07805 4.29701 -0.75492 0.1107
H 0.23456 3.83245 0.37180 0.1022
C 5.15907 -0.16768 4.60695 -0.1164
C 4.99985 1.10336 4.07901 -0.1039
C 4.06302 1.33017 3.08622 -0.1195
C 3.26192 0.29912 2.60614 -0.3395
C 3.44353 -0.97075 3.13523 -0.1019
C 4.37956 -1.20463 4.12733 -0.1027
As 1.93526 0.73774 1.18626 1.4309
C 0.69528 1.43572 2.49266 -0.2980
C 0.69698 2.70282 3.03950 -0.0894
C -0.23456 3.04145 4.00658 -0.0851
C -1.17815 2.11237 4.41149 -0.0897
C -1.19672 0.84527 3.85938 -0.0205
C -0.25667 0.49134 2.90020 -0.1852
C -0.13662 -0.81340 2.26143 -0.2113
C -0.96246 -1.91398 2.46249 -0.0369
C -0.71013 -3.10318 1.79889 -0.1143
C 0.36481 -3.21178 0.93086 -0.1408
C 1.18512 -2.11321 0.71952 -0.1937
C 0.94762 -0.92342 1.38447 -0.4022
H 5.88726 -0.35078 5.38645 0.0914
H 5.61769 1.91332 4.44378 0.0946
H 3.93813 2.31975 2.65902 0.0985
H 2.83898 -1.79066 2.77165 0.0875
H 4.50306 -2.20286 4.52712 0.0950
H 1.42831 3.42209 2.69438 0.1037
H -0.22382 4.02861 4.44968 0.0964
H -1.91192 2.38506 5.15815 0.0950
H -1.94466 0.13353 4.18225 0.1026
H -1.80643 -1.85151 3.13579 0.1048
H -1.35523 -3.95884 1.95418 0.0997
H 0.56570 -4.14947 0.42736 0.1019
H 2.03297 -2.18479 0.04261 0.1074
Te -1.21228 -1.06841 -1.16048 1.5664
C -1.81682 -2.81543 -2.32752 -0.4649
C -1.23817 -3.16174 -3.54103 -0.1456
C -1.62015 -4.30617 -4.21829 -0.1077
C -2.59647 -5.13318 -3.68684 -0.1147
C -3.18692 -4.80446 -2.47853 -0.1087
C -2.79447 -3.65780 -1.81303 -0.1555
C -2.30188 0.16501 -2.49624 -0.4988
C -3.53047 0.66711 -2.10072 -0.1284
C -4.27522 1.46502 -2.95026 -0.0823
C -3.79811 1.75875 -4.21675 -0.0987
C -2.56321 1.27662 -4.61665 -0.0927
C -1.81619 0.49096 -3.75443 -0.1478
H -0.46499 -2.52741 -3.95617 0.0871
H -1.15370 -4.56666 -5.15915 0.0941
H -2.89554 -6.02834 -4.21409 0.0916
H -3.95190 -5.44733 -2.06001 0.0949
H -3.24927 -3.40324 -0.86263 0.0851
H -3.89706 0.44305 -1.10819 0.0981
H -5.23260 1.85397 -2.62948 0.1010
H -4.38828 2.36341 -4.89254 0.0949
H -2.18600 1.50980 -5.60421 0.0984
H -0.85441 0.10677 -4.07486 0.0896
```

The value obtained for the HOMO energy is -4.70 eV. As for the total charge: -1.